Entry from OMol25: 3 unconnected molecules or ions with the total composition C52H60Br2ClIN3O6 (the ωB97M-V functional and the def2-TZVPD basis).

Values from the calculation:
Charge: +1
HOMO, eV: -11.28
LUMO level, eV: -3.10

Positions of all 125 atoms, in Å:
C (1.9085, -2.7297, 0.0712)
C (0.6639, -2.1237, 0.9359)
C (0.2107, -0.7898, 0.1445)
Cl (1.6446, 0.3278, 0.3242)
N (-1.1362, -0.2356, 0.5666)
C (-1.3240, -0.6124, 1.9977)
Br (-2.3768, -2.2027, 2.6511)
C (-0.8108, 0.0746, 3.1265)
C (-1.0212, -0.4285, 4.6418)
Br (0.2143, 1.7203, 3.0257)
C (-2.1493, -1.1089, -0.1888)
C (-2.3457, -0.8829, -1.7335)
C (-1.7254, -2.1514, -2.5618)
N (-2.7822, -3.2396, -2.5217)
C (-1.8652, 0.4394, -2.4545)
C (-3.0695, 1.1607, -3.2686)
C (-2.5811, 1.6755, -4.7307)
O (-3.1616, 2.9356, -5.1081)
C (-1.0856, 1.3921, -1.4473)
C (-1.1925, 2.9634, -1.8276)
C (-0.0136, 3.8390, -1.1889)
C (1.0501, 4.3379, -2.2980)
I (-0.9796, 5.6777, -0.4379)
C (-1.4480, 1.1451, 0.1309)
C (-2.9255, 1.6830, 0.3026)
C (-3.7349, 1.3591, 1.6230)
C (-5.1357, 2.1482, 1.5650)
C (-6.3455, 1.2400, 2.0872)
N (-7.2629, 0.7428, 1.0222)
C (-7.9259, 1.8419, 0.2744)
C (-6.6219, -0.2290, 0.1492)
C (-6.2511, 0.0036, -1.3757)
O (-6.3682, -1.3629, 0.6276)
H (1.6234, -3.7928, -0.2552)
H (2.1063, -2.1570, -0.8827)
H (2.8340, -2.8653, 0.7246)
H (1.1107, -1.9029, 1.9565)
H (-0.1138, -2.9419, 0.9320)
H (0.2404, -1.1012, -0.9588)
H (-0.4558, 0.2072, 5.3859)
H (-0.5861, -1.4851, 4.7326)
H (-2.1337, -0.4045, 4.8993)
H (-1.8737, -2.2206, -0.1119)
H (-3.1947, -1.0199, 0.2737)
H (-3.4663, -0.9814, -1.9644)
H (-0.8219, -2.6074, -2.0498)
H (-1.5875, -1.9218, -3.6612)
H (-3.3599, -3.2065, -3.3649)
H (-3.3428, -3.1452, -1.6671)
H (-1.1273, 0.1415, -3.2831)
H (-3.9117, 0.4161, -3.5092)
H (-3.5730, 1.9855, -2.6680)
H (-1.4457, 1.7747, -4.6937)
H (-2.7927, 0.8459, -5.4909)
H (-2.7586, 3.5834, -4.4891)
H (0.0302, 1.2037, -1.6545)
H (-0.9985, 2.9844, -2.9612)
H (-2.2287, 3.3879, -1.6897)
H (0.5418, 3.3355, -0.3403)
H (1.7666, 5.0378, -1.7430)
H (1.5746, 3.4082, -2.6830)
H (0.4766, 4.9023, -3.0982)
H (-0.7836, 1.9691, 0.5691)
H (-2.8723, 2.8305, 0.2771)
H (-3.6146, 1.4190, -0.5786)
H (-3.1527, 1.7704, 2.5227)
H (-3.9100, 0.2593, 1.8441)
H (-5.1015, 3.0928, 2.2025)
H (-5.2638, 2.5018, 0.4867)
H (-6.9737, 1.8982, 2.7835)
H (-5.9631, 0.3394, 2.6767)
H (-8.8587, 1.4751, -0.2584)
H (-8.2457, 2.6930, 0.9706)
H (-7.2490, 2.3425, -0.5091)
H (-5.6532, 0.9679, -1.4740)
H (-5.6676, -0.9138, -1.7295)
H (-7.1920, 0.0541, -2.0276)
C (2.6386, -0.1691, -2.6849)
C (3.7299, 0.6692, -2.9013)
C (4.2851, 0.7739, -4.1709)
C (3.7569, 0.0306, -5.2271)
C (2.6799, -0.8263, -5.0045)
C (2.1146, -0.9162, -3.7333)
C (2.1396, -1.6586, -6.1055)
O (1.1950, -2.4039, -5.9091)
C (2.7705, -1.5754, -7.4415)
C (2.3110, -2.3940, -8.4732)
C (2.8890, -2.3130, -9.7347)
C (3.9210, -1.4084, -9.9734)
C (4.3858, -0.5948, -8.9472)
C (3.8181, -0.6832, -7.6764)
C (4.3443, 0.1627, -6.5814)
O (5.2487, 0.9511, -6.7862)
H (2.1977, -0.2441, -1.6942)
H (4.1465, 1.2429, -2.0795)
H (5.1317, 1.4318, -4.3359)
H (1.2671, -1.5721, -3.5580)
H (1.5056, -3.0983, -8.2950)
H (2.5336, -2.9542, -10.5341)
H (4.3664, -1.3411, -10.9600)
H (5.1929, 0.1042, -9.1377)
C (6.4310, -2.5736, 10.4693)
C (6.0757, -1.3606, 11.0550)
C (5.2916, -0.4522, 10.3543)
C (4.8695, -0.7491, 9.0591)
C (5.2459, -1.9542, 8.4634)
C (6.0183, -2.8709, 9.1763)
C (4.8461, -2.2613, 7.0710)
O (5.1700, -3.3134, 6.5505)
C (4.0519, -1.2632, 6.3166)
C (3.7167, -1.5129, 4.9857)
C (2.9608, -0.5887, 4.2741)
C (2.5288, 0.5836, 4.8905)
C (2.8655, 0.8385, 6.2147)
C (3.6362, -0.0805, 6.9275)
C (4.0196, 0.2173, 8.3276)
O (3.6454, 1.2440, 8.8651)
H (7.0354, -3.2857, 11.0206)
H (6.4089, -1.1245, 12.0597)
H (5.0137, 0.4885, 10.8173)
H (6.3026, -3.8145, 8.7235)
H (4.0474, -2.4254, 4.5008)
H (2.7053, -0.7825, 3.2362)
H (1.9305, 1.3013, 4.3325)
H (2.5309, 1.7552, 6.6889)

Cartesian forces (eV/Å) of the 2 atoms listed first:
-0.6 -1.2 0.2
1.5 -0.2 -1.2



Entry from OMol25: a molecular structure, C52H67AsKNOP2 (the ωB97M-V functional and the def2-TZVPD basis).

Values from the calculation:
HOMO, eV: -5.55
ΔE to the lowest compared entry with this formula, charge and spin, kJ/mol: 179.5
LUMO level, eV: -0.14

Positions of all 125 atoms, in Å:
K (1.3343, -0.4041, 1.5897)
C (3.2506, -0.1429, 4.4645)
C (4.3471, -0.4439, 3.5227)
C (4.4881, 0.7082, 2.7117)
C (3.5455, 1.6464, 3.1557)
C (2.8146, 1.2169, 4.2865)
C (1.7090, 2.0247, 5.0454)
C (1.4752, 1.2586, 6.3311)
C (2.3055, 3.4163, 5.2885)
C (0.4722, 2.1120, 4.1512)
C (5.3745, 1.0587, 1.4708)
C (6.5959, 1.8811, 1.8661)
C (4.4944, 1.9254, 0.4641)
C (5.8096, -0.1697, 0.5840)
C (5.1338, -1.7232, 3.6127)
C (4.8120, -2.6104, 2.4031)
C (4.6354, -2.4879, 4.8843)
C (6.6743, -1.5743, 3.7387)
H (2.8729, -0.7697, 5.2675)
H (3.4437, 2.6517, 2.7896)
H (2.3707, 1.3452, 6.9858)
H (1.2884, 0.1476, 6.2212)
H (0.5733, 1.7478, 6.7736)
H (3.2520, 3.3087, 5.9408)
H (1.6343, 4.1537, 5.7755)
H (2.5039, 3.9508, 4.3175)
H (0.1352, 1.0983, 3.9541)
H (0.7630, 2.6332, 3.1856)
H (-0.3215, 2.7350, 4.5629)
H (6.3018, 2.7416, 2.4721)
H (7.0261, 2.3595, 0.9671)
H (7.3923, 1.2876, 2.3442)
H (3.9874, 2.7667, 0.9575)
H (3.7145, 1.3516, -0.0819)
H (5.1445, 2.3404, -0.3303)
H (6.3894, -0.8042, 1.2587)
H (6.5381, 0.1889, -0.2140)
H (5.0022, -0.6366, 0.1151)
H (3.7450, -2.8637, 2.4789)
H (5.4780, -3.4911, 2.3948)
H (5.0363, -1.9867, 1.4672)
H (3.6280, -2.8229, 4.8507)
H (4.6870, -1.8321, 5.7474)
H (5.3726, -3.2674, 5.1565)
H (7.0405, -0.8294, 3.0047)
H (7.0849, -2.5591, 3.4257)
H (7.0021, -1.3160, 4.7869)
C (-4.3656, 0.9558, -1.9297)
N (-3.9778, 0.7893, -3.3410)
C (-2.6935, 0.2836, -3.7384)
P (-1.1779, 0.6398, -2.7020)
C (-0.0237, 0.1136, -3.9712)
C (1.1894, 0.7864, -4.0228)
C (2.1315, 0.4801, -5.0103)
C (1.8688, -0.5188, -5.9509)
C (0.6785, -1.2076, -5.8637)
C (-0.1460, -1.0805, -4.7686)
C (-1.2112, 2.4119, -3.0610)
C (-1.2688, 2.9122, -4.3688)
C (-1.2846, 4.3038, -4.5948)
C (-1.1923, 5.1621, -3.5186)
C (-1.0021, 4.5834, -2.2105)
C (-0.9616, 3.2547, -1.9672)
C (-4.9337, 0.8455, -4.3517)
C (-5.2823, -0.2350, -5.2055)
C (-6.4725, -0.1685, -6.0413)
C (-7.0206, 1.0971, -6.2810)
C (-6.4447, 2.1970, -5.6493)
C (-5.5396, 2.1045, -4.6218)
P (-3.4521, -0.0590, -0.6227)
C (-4.6194, -1.4086, -0.2743)
C (-5.1753, -2.1162, -1.4065)
C (-5.9931, -3.1661, -1.1447)
C (-6.1438, -3.7076, 0.1173)
C (-5.3390, -3.1920, 1.1269)
C (-4.6035, -2.0075, 0.9850)
C (-3.8434, 0.9991, 0.7945)
C (-5.1226, 1.4301, 1.0584)
C (-5.3942, 2.2621, 2.1719)
C (-4.3802, 2.5169, 3.0639)
C (-3.0638, 1.9865, 2.8526)
C (-2.7340, 1.3471, 1.7153)
H (-5.4278, 0.8514, -1.9815)
H (-4.1895, 2.0347, -1.6876)
H (-2.5898, 0.4332, -4.7922)
H (-2.7354, -0.8174, -3.7038)
H (1.5021, 1.5000, -3.2721)
H (3.0620, 0.9914, -5.0462)
H (2.5343, -0.6728, -6.7849)
H (0.4050, -2.0713, -6.5479)
H (-0.8698, -1.8157, -4.4419)
H (-1.1650, 2.1850, -5.1465)
H (-1.3785, 4.7770, -5.5941)
H (-1.2717, 6.2533, -3.6082)
H (-1.0881, 5.2011, -1.3445)
H (-0.9547, 2.8517, -0.9576)
H (-4.7661, -1.1802, -5.0501)
H (-6.8787, -1.0633, -6.4563)
H (-7.7416, 1.2148, -7.0601)
H (-6.7450, 3.1728, -5.9737)
H (-5.1280, 2.9840, -4.0842)
H (-4.9109, -1.6990, -2.3804)
H (-6.4901, -3.6949, -1.9164)
H (-6.7995, -4.5789, 0.2431)
H (-5.3272, -3.7334, 2.0298)
H (-4.0536, -1.6579, 1.9050)
H (-5.9752, 1.0157, 0.4595)
H (-6.4054, 2.6440, 2.2821)
H (-4.6312, 3.0877, 3.9514)
H (-2.3908, 1.9725, 3.7705)
H (-1.6750, 1.1932, 1.4065)
C (-0.6006, -4.6387, -0.5723)
As (1.2040, -4.2339, 0.2243)
C (1.3781, -5.7468, 1.4386)
C (2.3030, -4.5039, -1.4002)
O (1.5318, -2.7413, 1.0072)
H (-1.3654, -4.6844, 0.2212)
H (-0.8190, -5.3843, -1.3001)
H (-0.8058, -3.6569, -0.9821)
H (2.3534, -6.2578, 1.2174)
H (0.4969, -6.4077, 1.2453)
H (1.4763, -5.3654, 2.4520)
H (2.3640, -3.6072, -2.0329)
H (1.8572, -5.2522, -2.0111)
H (3.3473, -4.8149, -1.1386)

Cartesian forces (eV/Å) of the 2 atoms listed first:
0.7 0.6 0.7
0.5 0.9 -0.4



| no. | Kohn-Sham gap (eV) |
| --- | --- |
| 1 | 8.180 |
| 2 | 5.407 |